Density functional theory data (ωB97M-V with the def2-TZVPD basis set) for C44H47As2BiClIN3O8S2Te as an isolated structure in a non-equilibrium geometry.

As for the spin multiplicity: 1. The energy relative to the best compared isomer or geometry (same formula, charge and spin) is 37.7 kcal per mole. The HOMO energy is -9.6 eV. The calculation puts the HOMO-LUMO gap at 6.74 eV. As for the total energy: -8979.25303 Eh. As for the net charge: +1. The value obtained for the LUMO energy is -2.8 eV.

Each line ends with the Mulliken charge.
Cartesian coordinates (Å):
Bi 1.37 1.95 0.44  1.642
S 0.97 1.67 -2.73  -0.307
C -0.40 0.86 -3.18  0.860
N -0.38 -0.13 -4.07  0.182
C -1.61 -0.81 -4.42  -1.131
C -2.48 -0.94 -3.18  -0.051
N -2.70 0.38 -2.65  0.189
C -3.90 0.72 -1.89  0.524
C -4.99 -0.31 -1.97  -1.164
C -5.97 -0.21 -2.95  -0.242
C -7.01 -1.12 -3.00  -0.701
C -7.08 -2.14 -2.07  -0.409
C -6.10 -2.26 -1.09  -0.938
C -5.06 -1.34 -1.04  0.335
C -1.68 1.24 -2.57  -0.418
S -1.81 2.73 -1.86  -0.084
C 0.84 -0.61 -4.69  -1.645
C 1.25 -1.93 -4.09  0.196
C 1.32 -3.08 -4.86  -0.496
C 1.66 -4.29 -4.27  -0.659
C 1.92 -4.35 -2.91  -0.977
C 1.86 -3.20 -2.15  -0.260
C 1.52 -2.00 -2.73  0.953
H -1.36 -1.80 -4.83  0.478
H -2.15 -0.24 -5.19  0.334
H -1.97 -1.57 -2.43  -0.278
H -3.44 -1.40 -3.43  0.699
H -4.25 1.68 -2.27  0.750
H -3.59 0.86 -0.84  -0.644
H -5.92 0.59 -3.67  0.475
H -7.77 -1.03 -3.76  0.412
H -7.90 -2.84 -2.10  0.406
H -6.15 -3.05 -0.36  0.495
H -4.32 -1.42 -0.26  0.591
H 1.62 0.15 -4.52  0.448
H 0.67 -0.70 -5.77  0.472
H 1.12 -3.03 -5.92  0.442
H 1.71 -5.18 -4.87  0.402
H 2.18 -5.30 -2.45  0.449
H 2.08 -3.25 -1.09  0.504
H 1.46 -1.10 -2.13  0.112
Cl 1.89 2.37 3.83  -0.097
C 1.70 1.11 2.59  -0.673
H 0.83 0.50 2.88  -0.074
H 2.59 0.50 2.62  0.610
Te 4.17 1.53 -2.38  0.404
C 6.22 1.18 -2.94  0.071
C 6.48 1.08 -4.30  -0.582
C 7.79 1.04 -4.76  -0.561
C 8.84 1.08 -3.86  -0.480
C 8.58 1.16 -2.50  -0.561
C 7.28 1.23 -2.04  -0.104
H 5.67 1.05 -5.01  0.334
H 7.99 0.99 -5.82  0.390
H 9.85 1.07 -4.22  0.389
H 9.40 1.20 -1.80  0.385
H 7.08 1.33 -0.98  0.528
I 3.49 3.59 0.74  -0.361
C 3.96 0.12 -0.85  -0.257
C 4.90 -0.90 -0.65  -0.228
C 4.64 -1.93 0.21  -0.800
C 3.39 -1.98 0.84  -1.266
C 2.52 -0.94 0.62  -0.195
N 2.82 0.12 -0.15  -0.057
H 5.84 -0.85 -1.19  0.615
H 5.36 -2.72 0.38  0.437
H 3.10 -2.80 1.48  0.538
H 1.53 -0.93 1.06  0.887
C -0.34 6.18 2.90  -0.793
O -0.94 4.95 3.29  -0.226
C -0.60 3.86 2.65  -0.758
O 0.18 3.86 1.70  -0.729
C -1.29 2.63 3.05  0.495
C -1.49 2.18 4.29  0.974
As -2.38 0.52 4.87  -0.165
C -0.74 -0.28 5.63  -0.989
C -2.26 -0.55 3.21  1.465
C -1.86 -0.12 2.01  -0.351
As -1.88 1.75 1.40  0.265
C -3.80 2.02 1.84  -1.323
C -1.49 -0.99 0.89  0.236
O -1.26 -0.53 -0.22  0.661
O -1.32 -2.28 1.18  -0.356
C -1.01 -3.15 0.10  -0.470
C -2.79 -1.91 3.44  -0.277
O -3.61 -2.42 2.72  -0.601
O -2.37 -2.43 4.59  -0.204
C -2.91 -3.69 4.98  -0.827
C -1.11 2.87 5.54  -0.250
O -1.68 2.59 6.58  -0.590
O -0.11 3.73 5.45  -0.050
C 0.38 4.28 6.67  -0.845
H -0.40 6.84 3.76  0.290
H -0.90 6.60 2.06  0.315
H 0.70 6.01 2.61  0.356
H -0.25 0.45 6.27  0.408
H -0.06 -0.59 4.84  0.258
H -1.00 -1.14 6.23  0.354
H -3.97 1.78 2.90  0.476
H -4.45 1.39 1.22  0.321
H -4.06 3.06 1.66  0.437
H -0.52 -4.02 0.52  0.300
H -0.36 -2.65 -0.62  -0.210
H -1.94 -3.45 -0.40  0.360
H -2.85 -3.72 6.07  0.264
H -2.31 -4.50 4.55  0.303
H -3.94 -3.77 4.65  0.355
H 1.15 4.99 6.39  0.261
H 0.80 3.48 7.28  0.293
H -0.43 4.76 7.23  0.331